Computed, not measured: one molecule with the formula C5H5NO, with ωB97M-V/def2-TZVPD.

Geometry (Å):
O1 -2.09215 -0.82196 1.88817
C1 -1.22949 -0.89540 1.04605
C2 -0.54555 0.31896 0.52788
C3 0.92772 0.48196 0.37648
C4 0.04874 0.51111 -0.86173
C5 0.69348 -0.39128 -1.78695
N1 1.51873 -0.88803 -2.43173
H1 -0.92447 -1.86434 0.60437
H2 -1.03085 1.23405 0.85843
H3 1.49592 -0.44774 0.41732
H4 1.47075 1.35585 0.70787
H5 -0.33283 1.40681 -1.34614

Properties
max |F|	0.0238	hartree/bohr
net charge	0
SMILES string	N#C[C@@H]1C[C@@H]1C=O
multiplicity	1
E_HOMO	-10.3107	eV
E_LUMO	0.60	eV
HOMO-LUMO gap	10.913	eV
relative energy (zero: lowest compared OMol25 entry of this formula, charge and spin)	46.3	kcal/mol